Entry 1:
{
  "formula": "C3H7Br2OP",
  "method": "ωB97M-V/def2-TZVPD",
  "species": ["H", "H", "C", "C", "Br", "H", "O", "H", "H", "C", "H", "Br", "H", "P"],
  "coordinates": [[-0.86941, -0.72219, 2.38887], [1.02149, -1.21641, 2.95686], [0.28596, -0.67346, 2.25082], [0.07415, 1.08514, -1.73764], [-0.49100, -3.22446, 0.82265], [0.09946, 1.99333, -2.36569], [-1.13577, -0.40774, -0.30851], [0.35396, 0.14793, -2.30725], [-1.99527, 1.22837, -1.41651], [-1.04401, 0.89034, -0.79648], [0.39481, 0.32953, 2.38316], [1.72993, 1.29982, -0.72944], [-1.03413, 1.59276, 0.08431], [0.57664, -1.26861, 0.57474]],
  "e_lumo_ev": 0.01,
  "smiles": "CP(Br)OCCBr",
  "total_charge": 0,
  "de_lowest_kj_mol": 252.75,
  "orbital_gap_ev": 9.21,
  "energy_ha": -5683.083487
}

=====

Entry 2:
{
  "formula": "C3H7BrN2",
  "method": "ωB97M-V/def2-TZVPD",
  "species": ["H", "C", "Br", "H", "C", "H", "H", "H", "N", "N", "C", "H", "H"],
  "coordinates": [[0.19273, 2.24614, -0.53302], [1.31702, -0.30848, -0.11736], [-4.62211, 0.21472, -0.06990], [1.36597, -1.35048, -0.10042], [-0.29416, 1.54509, 0.20485], [1.34863, -0.08664, -1.30346], [-1.17777, 1.86419, 0.67775], [-0.31202, -0.43163, 1.13549], [-2.57420, -1.68798, -0.05462], [-2.86103, -0.74775, 0.57851], [0.12075, 0.31473, 0.58122], [2.20841, -0.03701, 0.25319], [-2.91078, -2.21628, -0.80662]],
  "e_lumo_ev": -0.30,
  "smiles": "[H]/N=N\\Br.C=CC",
  "total_charge": 0,
  "de_lowest_kj_mol": 193.13,
  "orbital_gap_ev": 9.28,
  "energy_ha": -2801.890410
}

=====

Entry 3:
{
  "formula": "C3H7BrN2O",
  "method": "ωB97M-V/def2-TZVPD",
  "species": ["H", "H", "Br", "H", "C", "H", "H", "C", "C", "H", "N", "N", "O", "H"],
  "coordinates": [[-1.64292, -0.98147, 0.27594], [-0.91053, 0.26791, 1.23823], [1.50131, 1.52274, -0.09707], [-1.21558, 1.90488, -0.23922], [-1.16579, 0.91145, -0.62804], [-1.80265, 0.69485, -1.52461], [-2.58935, 0.33747, 0.72385], [-1.58173, 0.05860, 0.51401], [2.08433, -1.49419, 0.16660], [2.69983, -0.68794, 1.66938], [0.17274, 0.83742, -1.17908], [2.37311, -1.50251, 1.33321], [1.65285, -1.76914, -0.88408], [0.42438, -0.10005, -1.36910]],
  "e_lumo_ev": 0.48,
  "smiles": "CCNBr.N=C=O",
  "total_charge": 0,
  "de_lowest_kj_mol": 55.69,
  "orbital_gap_ev": 9.60,
  "energy_ha": -2877.221616
}

=====

Entry 4:
{
  "formula": "C3H7BrN2Si",
  "method": "ωB97M-V/def2-TZVPD",
  "species": ["H", "Si", "C", "N", "N", "H", "H", "H", "Br", "C", "H", "H", "C", "H"],
  "coordinates": [[-0.49288, -1.08882, -1.95406], [1.13678, 0.37776, -0.08081], [0.80191, 2.27324, -0.02331], [-0.80400, -0.52487, -1.18961], [0.51865, -0.54500, 1.25869], [-0.04408, 2.49872, -0.74800], [-2.32417, -1.05255, 0.07808], [-1.09456, -2.49833, -0.52649], [3.14369, -0.14771, -0.68051], [-1.22849, -1.38123, -0.12353], [1.63719, 2.88310, -0.02394], [0.29144, 2.33123, 0.88752], [-0.53229, -1.23844, 1.15083], [-1.00920, -1.88710, 1.97512]],
  "e_lumo_ev": 0.50,
  "total_charge": 0,
  "de_lowest_kj_mol": 154.72,
  "orbital_gap_ev": 8.99,
  "energy_ha": -3091.522288
}

=====

Entry 5:
{
  "formula": "C3H7BrN3",
  "method": "ωB97M-V/def2-TZVPD",
  "species": ["H", "N", "H", "C", "N", "Br", "C", "C", "H", "H", "H", "H", "H", "N"],
  "coordinates": [[-3.20733, -0.01212, 0.07456], [2.94496, 1.88423, 0.10614], [3.92324, 0.14896, -0.43558], [-1.21016, -0.58332, 0.50031], [3.77936, 1.28296, -0.25036], [2.17810, -1.20703, -0.19635], [-2.34163, -0.32297, -0.54613], [1.19149, 0.24179, 0.31590], [-1.94871, 0.45196, -1.31833], [-2.64502, -1.22319, -1.08488], [-0.76206, -1.70177, 0.35155], [-1.48199, -0.56009, 1.60018], [-0.34300, 1.27402, 0.47490], [-0.07725, 0.32657, 0.40811]],
  "e_lumo_ev": [-5.01, -5.01],
  "total_charge": 1,
  "de_lowest_kj_mol": 385.18,
  "orbital_gap_ev": [8.56, 8.56],
  "energy_ha": -2856.381223
}

=====

Entry 6:
{
  "formula": "C3H7BrO3",
  "method": "ωB97M-V/def2-TZVPD",
  "species": ["H", "O", "H", "O", "C", "H", "O", "H", "Br", "C", "H", "H", "H", "C"],
  "coordinates": [[0.72316, 0.27346, 2.02985], [-1.06139, -0.27020, 0.62186], [-1.50284, 1.68951, 0.63819], [1.62314, 1.44080, -0.64527], [-0.45804, -1.34017, -0.09422], [-1.18642, -1.81409, -0.75594], [1.43984, 0.52964, 1.42882], [-0.11281, -2.06834, 0.63964], [0.87660, 3.28648, 1.33030], [-0.90731, 0.97858, 0.08480], [0.39313, -0.99308, -0.68186], [-0.95088, 1.06477, -0.99426], [2.58159, 1.53715, -0.53579], [0.97157, 1.41317, 0.52324]],
  "e_lumo_ev": 0.65,
  "total_charge": 0,
  "de_lowest_kj_mol": 164.27,
  "orbital_gap_ev": 9.60,
  "energy_ha": -2918.179911
}

=====

Entry 7:
{
  "formula": "C3H7BrOSi",
  "method": "ωB97M-V/def2-TZVPD",
  "species": ["O", "Si", "H", "C", "Br", "C", "H", "H", "H", "H", "H", "C", "H"],
  "coordinates": [[-0.42581, 1.38075, 3.60616], [-0.43145, 0.29124, -0.24916], [1.23081, 0.22640, 3.82277], [0.17833, 0.40243, 3.35630], [-1.41026, 2.28940, -0.57322], [1.34965, 0.37486, -0.66820], [1.49439, 1.08003, -1.38712], [-0.62919, -1.67158, -1.52431], [-1.37137, -0.33243, -2.29025], [1.76637, -0.52790, -1.02450], [1.92635, 0.62017, 0.33802], [-1.41301, -0.87037, -1.36281], [-2.37331, -1.17012, -1.04488]],
  "e_lumo_ev": [-0.58, -0.25],
  "total_charge": 0,
  "de_lowest_kj_mol": 175.36,
  "orbital_gap_ev": [8.08, 7.14],
  "energy_ha": -3057.163234
}

=====

Entry 8:
{
  "formula": "C3H7Cl2N",
  "method": "ωB97M-V/def2-TZVPD",
  "species": ["H", "C", "H", "H", "Cl", "H", "H", "C", "H", "Cl", "H", "C", "N"],
  "coordinates": [[1.19114, -2.10442, 0.27579], [-0.90178, 1.26022, -0.97056], [0.87697, -0.01162, -1.11352], [0.34846, -2.11836, 1.84574], [-1.86689, 0.21054, -2.03922], [0.81082, 1.19956, 0.12976], [-0.84693, -0.21646, 1.26710], [0.71841, -1.46621, 1.05328], [1.55697, -0.90472, 1.49839], [-0.21615, 2.64323, -1.90184], [-1.61305, 1.69539, -0.23980], [0.23940, 0.42336, -0.32910], [-0.29737, -0.61050, 0.52399]],
  "e_lumo_ev": 0.93,
  "smiles": "CNCC(Cl)Cl",
  "total_charge": 0,
  "de_lowest_kj_mol": 44.82,
  "orbital_gap_ev": 10.23,
  "energy_ha": -1093.630734
}

=====

Entry 9:
{
  "formula": "C3H7Cl2N",
  "method": "ωB97M-V/def2-TZVPD",
  "species": ["C", "H", "C", "H", "H", "H", "Cl", "Cl", "H", "C", "H", "N", "H"],
  "coordinates": [[0.35819, -0.23264, 1.11923], [-0.08783, -2.23138, 1.29402], [-0.44449, 1.20807, -1.17869], [-0.58182, 0.36275, -1.83390], [-1.22476, -1.25082, 0.29949], [-0.33839, 1.98728, -1.84782], [2.00064, -0.48001, 1.59533], [-0.62800, 0.68800, 2.15899], [0.44214, -1.61674, -0.40766], [-0.22731, -1.45143, 0.59149], [-1.35369, 1.39024, -0.52178], [0.75515, 1.11916, -0.31748], [1.33016, 0.50753, -0.95121]],
  "e_lumo_ev": 0.78,
  "total_charge": 0,
  "de_lowest_kj_mol": 261.30,
  "orbital_gap_ev": 10.00,
  "energy_ha": -1093.548278
}

=====

Entry 10:
{
  "formula": "C3H7Cl5Si2",
  "method": "ωB97M-V/def2-TZVPD",
  "species": ["H", "Cl", "H", "C", "Si", "H", "C", "H", "Cl", "H", "Cl", "Cl", "Si", "C", "Cl", "H", "H"],
  "coordinates": [[1.04793, -0.82763, 0.12375], [1.56368, -2.62880, -1.63521], [0.86541, 0.49467, 3.13815], [-0.39262, -0.18904, -1.32365], [0.67751, -0.98980, -2.57509], [-0.88476, 0.70613, -1.70617], [-0.05343, 1.00301, 2.91469], [1.22943, 0.87587, -0.33472], [-0.38026, -1.58306, -4.31235], [0.13316, 2.06233, 2.70060], [-1.76782, -1.39389, 1.54581], [-2.10658, 1.77809, 0.73997], [-0.70437, 0.36888, 1.28703], [0.50188, 0.06482, -0.14015], [2.18314, 0.24913, -3.15982], [-1.17802, -0.94388, -1.06926], [-0.73426, 0.95316, 3.80642]],
  "e_lumo_ev": 0.38,
  "smiles": "C[Si](Cl)(Cl)CC[Si](Cl)(Cl)Cl",
  "total_charge": 0,
  "de_lowest_kj_mol": 0.00,
  "orbital_gap_ev": 11.03,
  "energy_ha": -2998.759370
}

=====

Entry 11:
{
  "formula": "C3H7ClFN",
  "method": "ωB97M-V/def2-TZVPD",
  "species": ["H", "H", "F", "C", "H", "H", "H", "C", "H", "H", "N", "Cl", "C"],
  "coordinates": [[0.03847, 1.90005, 1.42663], [-1.43439, -0.47640, -2.73267], [-1.12916, -1.18700, 0.40215], [-0.27325, 0.70699, -1.05525], [0.30876, 1.53079, -0.85066], [-0.03203, 0.68859, 2.37665], [0.64182, -1.15159, -1.98415], [-0.30638, 0.10237, 0.40096], [-1.21671, 1.10556, -1.28323], [-1.81670, 1.27252, 1.82980], [-0.17646, 0.00182, -2.31569], [1.31822, -0.31711, 0.50725], [-0.67061, 1.05591, 1.51841]],
  "e_lumo_ev": 0.46,
  "total_charge": 0,
  "de_lowest_kj_mol": 529.12,
  "orbital_gap_ev": 10.23,
  "energy_ha": -733.123847
}

=====

Entry 12:
{
  "formula": "C3H7ClN2",
  "method": "ωB97M-V/def2-TZVPD",
  "species": ["C", "Cl", "H", "N", "C", "C", "H", "N", "H", "H", "H", "H", "H"],
  "coordinates": [[-1.46019, -0.13747, 0.39901], [3.90075, -1.46186, 1.68143], [-1.19727, -1.16517, 0.54527], [2.88903, -1.55765, -0.03655], [-0.02543, 1.12570, -0.94052], [1.70712, -1.18712, -0.24767], [0.97830, 1.40213, -1.20794], [-0.27335, 0.39288, 0.04998], [3.80948, -1.83219, -0.54409], [-0.76136, 1.53897, -1.70070], [-1.77679, 0.24679, 1.50211], [-2.31576, 0.13601, -0.18771], [1.17106, -0.78823, 0.53209]],
  "e_lumo_ev": -0.04,
  "total_charge": 0,
  "de_lowest_kj_mol": 525.55,
  "orbital_gap_ev": 8.90,
  "energy_ha": -688.016626
}

=====

Entry 13:
{
  "formula": "C3H7ClN2",
  "method": "ωB97M-V/def2-TZVPD",
  "species": ["H", "H", "H", "H", "H", "N", "C", "Cl", "H", "H", "C", "N", "C"],
  "coordinates": [[0.78759, -0.92703, 0.76764], [-1.88284, 1.58992, -0.74040], [2.90233, -1.30323, 0.64193], [0.40951, 2.00235, 0.14893], [3.90305, -0.22910, -0.18683], [2.10378, 0.31566, -0.24925], [1.02924, 0.10391, 0.37265], [-2.26983, -0.65302, 0.02666], [-0.51673, 0.99459, 1.52069], [-0.86432, 0.42104, -1.57500], [-1.25503, 0.74902, -0.48515], [3.01569, -0.74426, -0.22325], [-0.10550, 1.07258, 0.49206]],
  "e_lumo_ev": 1.11,
  "smiles": "N/N=C/CCCl",
  "total_charge": 0,
  "de_lowest_kj_mol": 165.93,
  "orbital_gap_ev": 10.39,
  "energy_ha": -688.153599
}

=====

Entry 14:
{
  "formula": "C3H7ClN2P2",
  "method": "ωB97M-V/def2-TZVPD",
  "species": ["C", "Cl", "H", "H", "H", "P", "H", "P", "H", "H", "N", "C", "H", "C", "N"],
  "coordinates": [[-1.84840, -0.67703, 0.22610], [3.02100, 0.19423, 0.83563], [1.12495, 1.87581, 0.41449], [0.19903, -0.09184, 1.14073], [1.00569, -1.87330, -1.07099], [-1.14515, 1.77939, -0.01033], [-0.32564, -1.77830, 0.98578], [2.10439, 0.10700, -1.04692], [-2.16540, -1.33679, 1.08284], [1.01600, 2.39815, -1.26738], [0.70705, -0.96940, -0.76805], [0.93717, 1.51727, -0.59119], [-2.14488, -0.95672, -0.69229], [-0.27211, -0.93215, 0.39335], [-2.21371, 0.74369, 0.36823]],
  "e_lumo_ev": -0.12,
  "smiles": "ClP1CP=NCCN1",
  "total_charge": 0,
  "de_lowest_kj_mol": 173.19,
  "orbital_gap_ev": 8.61,
  "energy_ha": -1370.831101
}

=====

Entry 15:
{
  "formula": "C3H7ClNP",
  "method": "ωB97M-V/def2-TZVPD",
  "species": ["H", "H", "H", "H", "H", "H", "C", "C", "Cl", "P", "C", "H", "N"],
  "coordinates": [[-2.68988, 0.32232, -0.15027], [-1.35796, -0.78286, -0.49704], [3.26824, 0.08722, -0.94396], [-1.06576, -0.29925, 1.91206], [3.48652, -1.73846, -0.87922], [-1.07984, 1.49684, 1.55568], [-1.59874, 0.22409, -0.16539], [2.93267, -0.86825, -0.57717], [1.54810, 1.86074, -0.01533], [1.63084, -1.04465, 0.46424], [-1.07309, 0.48838, 1.18293], [-1.22009, 0.94908, -0.88397], [1.21372, 0.48505, 0.91642]],
  "e_lumo_ev": [-0.73, -0.74],
  "total_charge": 0,
  "de_lowest_kj_mol": 350.89,
  "orbital_gap_ev": [7.31, 7.31],
  "energy_ha": -974.647875
}

=====

Entry 16:
{
  "formula": "C3H7ClOS",
  "method": "ωB97M-V/def2-TZVPD",
  "species": ["H", "H", "H", "O", "C", "H", "H", "C", "H", "C", "H", "S", "Cl"],
  "coordinates": [[-0.37572, -0.94835, 1.48896], [-0.17074, -2.03256, 0.13662], [0.56654, 1.34902, 1.39821], [-0.61883, 2.17765, -0.14805], [-0.44054, -1.00795, 0.41557], [0.34429, 0.07910, -1.30947], [-2.30693, -1.44797, -1.06762], [0.50849, 1.44921, 0.31457], [1.39901, 1.98654, -0.07410], [0.55593, 0.00678, -0.25085], [-1.43537, 1.61710, -0.24071], [-2.18547, -0.63299, -0.03273], [2.24434, -0.62262, -0.08820]],
  "e_lumo_ev": 0.57,
  "smiles": "OC[C@@H](Cl)CS",
  "total_charge": 0,
  "de_lowest_kj_mol": 32.07,
  "orbital_gap_ev": 10.38,
  "energy_ha": -1052.112667
}

=====

Entry 17:
{
  "formula": "C3H7ClOS",
  "method": "ωB97M-V/def2-TZVPD",
  "species": ["C", "C", "H", "C", "H", "H", "H", "H", "H", "Cl", "S", "H", "O"],
  "coordinates": [[1.31520, -2.07521, 0.05483], [-1.14103, 1.77840, 0.33128], [1.31474, -2.60093, -0.83552], [-0.39655, 0.52463, 0.46638], [-0.38136, -0.19865, 1.26764], [2.37620, -1.78278, 0.51727], [-0.95542, 2.29402, -0.62766], [0.56050, -2.10236, 0.75329], [-0.83598, 2.49470, 1.16027], [3.07264, 0.85312, 0.18824], [0.97756, 0.30393, -0.48357], [-2.26596, 1.59552, 0.56356], [0.85481, 0.79819, -1.81137]],
  "e_lumo_ev": [-1.57, -1.56],
  "total_charge": 0,
  "de_lowest_kj_mol": 473.94,
  "orbital_gap_ev": [6.82, 6.82],
  "energy_ha": -1051.944367
}

=====

Entry 18:
{
  "formula": "C3H7ClOSi",
  "method": "ωB97M-V/def2-TZVPD",
  "species": ["C", "H", "H", "O", "H", "Cl", "H", "Si", "H", "H", "H", "C", "C"],
  "coordinates": [[0.12461, -0.13268, -0.03825], [-0.02966, 1.22836, 1.87518], [1.41265, 1.50892, 0.92398], [-1.16329, 1.77328, -1.03280], [-3.72185, -0.05233, 0.47976], [-3.64469, -1.37577, 0.15499], [-0.56185, -0.83565, 0.31376], [1.60998, -1.01182, -0.75866], [2.49982, -0.73526, 0.39388], [1.17881, -2.30997, -1.03338], [2.33252, -0.35355, -1.85617], [-0.44869, 1.16561, -0.25678], [0.41164, 1.13086, 0.83449]],
  "e_lumo_ev": 0.58,
  "smiles": "O=C1C[C@@H]1[SiH3].Cl",
  "total_charge": 0,
  "de_lowest_kj_mol": 473.71,
  "orbital_gap_ev": 10.08,
  "energy_ha": -943.326850
}

=====

Entry 19:
{
  "formula": "C3H7ClOSi",
  "method": "ωB97M-V/def2-TZVPD",
  "species": ["H", "Cl", "H", "O", "H", "H", "C", "C", "H", "H", "Si", "C", "H"],
  "coordinates": [[0.13234, -0.09723, 1.77759], [2.84345, 0.89442, 0.49701], [-0.30791, -2.15735, 0.72859], [1.96796, -1.25872, -0.79861], [-0.73915, -1.65391, -0.78079], [-2.08268, 1.60945, -0.23074], [1.77658, -0.36474, -0.04424], [0.07915, 0.03770, 0.65502], [-0.40191, 0.88578, -1.70187], [-1.71008, -1.10914, 0.57378], [-0.71961, 1.54026, -0.52350], [-0.74835, -1.19587, 0.23105], [-0.08980, 2.86936, -0.38330]],
  "e_lumo_ev": [0.77, -3.12],
  "multiplicity": 3,
  "total_charge": 0,
  "de_lowest_kj_mol": 69.03,
  "s_squared": 2.01,
  "orbital_gap_ev": [6.34, 7.88],
  "energy_ha": -943.185972
}